Entry 1:
C22H19B2BrCdF4N6O12S | ωB97M-V/def2-TZVPD

Positions of all 68 atoms, in Å:
C: -3.15347 1.61365 -0.14439
H: -3.89077 2.76219 1.50839
F: 2.82973 3.09879 -1.72578
Cd: 0.71588 -0.55179 -0.94047
C: -2.03574 -1.34905 7.04270
C: 4.01351 2.00530 0.95615
N: 1.43833 -1.32619 -2.94400
F: 4.21272 -1.62148 -3.28081
O: 2.05568 -2.54500 -3.06825
N: 1.88313 1.14646 0.08516
Br: -0.89774 -1.14728 8.54643
H: 0.42528 2.64236 -4.72585
O: -0.63869 -1.53663 3.21791
S: 0.51540 -2.98561 1.43983
C: -5.39419 2.37545 -1.53373
H: -3.82374 -1.28598 8.22829
H: 4.53207 -2.12271 1.16200
H: 1.89124 -2.16040 -5.32318
H: -6.28433 2.68864 -2.06705
H: -5.93769 3.44924 0.23907
O: -1.35361 1.23844 1.41016
H: 2.57743 -0.57362 -5.69417
N: 3.15180 -1.00884 -0.77198
O: 0.54362 -2.70049 0.00864
O: 1.41785 2.43965 0.05143
O: -0.41950 -3.98814 1.86599
C: -2.39918 -1.61420 4.72172
B: 1.49116 3.10352 -1.28489
C: 3.60207 -0.44459 0.28024
O: 3.61201 -2.23946 -1.07680
C: 1.28730 -0.62488 -3.99680
C: -2.15608 0.33360 -1.79413
C: -1.50571 -1.46389 5.77208
H: -0.44018 -1.43854 5.59502
H: 4.24821 1.83064 2.00940
C: -3.34767 1.18707 -1.44047
C: -4.46204 1.55362 -2.16455
C: 0.21550 1.58954 -4.90598
H: 5.63576 -0.76631 0.87593
C: -3.40692 -1.37844 7.23191
N: -4.26354 -1.51767 6.22518
H: 3.55323 2.98098 0.83836
H: 4.47529 -0.69350 2.21553
O: 0.63116 2.51049 -2.36621
O: 1.80399 -3.02196 2.07698
C: 3.08355 0.94595 0.45958
H: -4.59790 1.21280 -3.18333
N: -1.33769 0.25238 -0.70266
H: 4.94758 1.97092 0.39308
O: -0.16973 -1.50162 1.88479
N: 1.00101 1.23331 -2.62265
C: -4.06300 2.43019 0.49228
H: 0.60865 1.29110 -5.87654
O: -1.97560 -0.18831 -2.88265
C: -5.19724 2.80739 -0.22415
C: -3.76094 -1.63361 4.99871
F: 3.92337 -3.84413 -2.70155
C: 1.67827 -1.09631 -5.35969
H: -0.86945 1.45530 -4.91189
H: -4.45896 -1.74616 4.17888
O: -2.72639 -1.99662 2.39826
F: 1.01803 4.39499 -1.09572
C: 4.62526 -1.03958 1.19287
C: -1.97423 -1.75381 3.28782
C: -1.84106 1.02596 0.32182
C: 0.80290 0.77960 -3.79688
H: 0.87785 -0.89345 -6.07242
B: 3.45715 -2.54928 -2.53299

Properties
Energy above the lowest of the compared OMol25 structures with the same formula, charge and spin = 38.0 kcal per mole
Total charge = -2
Max |F| = 0.4 eV/A
HOMO-LUMO gap = 0.2628 Ha
Spin multiplicity = 1
Lowest unoccupied orbital energy = 3.395 eV

Results of the Löwdin charge analysis, in e, for atoms 1 through 8: -0.08 0.11 0.11 1.44 -0.66 -0.01 -0.02 0.11

=====

Entry 2:
C22H19BN2O17S | ωB97M-V/def2-TZVPD

Positions of all 62 atoms, in Å:
C: -0.89411 2.33463 -3.30916
O: -3.84897 -3.94094 0.41066
C: -3.77316 -3.96708 -1.95291
N: -1.15806 2.44347 2.48169
C: -3.95771 -1.77039 -3.04885
O: -1.07902 1.11860 2.26866
C: -2.33877 2.17622 -2.98433
H: -0.56494 2.43919 -1.44407
H: 1.68473 -1.13535 2.00447
O: 1.54824 4.41731 0.61285
C: 4.85991 -3.18389 2.59375
H: -3.66088 -5.04369 -1.95967
H: 4.39729 0.81170 2.71916
H: -1.97546 4.64413 1.52043
C: -2.85708 2.06033 -5.36566
O: 0.66314 4.32943 2.97534
H: 5.07626 3.09381 2.10050
C: 3.41291 -4.54813 4.04568
O: 3.31597 -5.51833 4.78887
H: 3.51666 1.93960 4.08107
N: 1.01322 0.38370 0.59787
H: 2.48629 1.17514 2.64718
O: 5.80252 -5.03025 3.73385
H: 3.64988 2.75802 0.85113
S: -1.60166 3.34327 1.05317
C: 2.40406 -2.63637 2.91420
O: -3.69862 -3.86057 -4.31500
C: -0.04165 0.77874 1.27820
O: -1.04330 2.17666 -6.85950
H: -3.18878 1.97781 -7.23148
H: 5.44976 -5.70856 4.35008
H: 5.80754 -2.93578 2.13250
H: -4.14977 -1.95643 1.27842
H: -4.33583 1.95568 -3.85280
O: -0.01132 2.47611 -2.25427
O: -3.96565 -1.13742 -4.09930
H: 0.58337 2.45130 -4.82270
B: 1.85261 4.25760 2.07923
H: 1.73903 3.53473 0.14610
C: -4.09937 -1.11758 -1.73825
O: 3.23785 4.09674 2.56909
O: -3.74304 1.94696 -6.42132
C: 3.55940 1.60463 2.93757
C: -3.80568 -3.25098 -3.07842
O: 0.61521 2.21736 4.13822
C: -1.40989 2.19098 -5.68921
C: -3.28698 2.05223 -4.10242
O: -2.70167 2.15684 -1.81346
C: -3.89057 -3.31192 -0.64082
C: 0.05898 3.00452 3.18243
C: -0.46405 2.33922 -4.57239
H: -4.22716 -0.04243 -1.73232
H: -3.74828 -3.13106 -4.97062
C: 4.72546 -4.22062 3.42311
O: 1.33342 -1.81019 2.62550
C: 3.70984 -2.32562 2.27037
O: 3.79891 -1.37498 1.50062
C: 2.26858 -3.67509 3.74085
H: 1.32472 -3.91385 4.21400
O: -4.20549 -1.22761 0.62268
C: -4.07035 -1.83390 -0.61275
C: 3.90151 2.92232 1.98218

Properties
Max |F| = 12.0 eV/A
HOMO-LUMO gap = 0.2948 Ha
Spin multiplicity = 1
Lowest unoccupied orbital energy = -1.800 eV
SMILES = CCOB(O)OC(=O)N(S)OC#N.O=C1C=C(O)C(=O)C=C1O.O=C1C=C(O)C(=O)C=C1O.O=C1C=C(O)C(=O)C=C1O

Results of the Löwdin charge analysis, in e, for atoms 1 through 8: -0.20 0.11 0.08 -0.44 -0.30 -0.07 -0.30 0.05

=====

Entry 3:
C22H19BrMnN7O4 | ωB97M-V/def2-TZVPD

Positions of all 54 atoms, in Å:
H: -1.05356 -4.87708 -0.22091
C: 3.11806 -3.63122 -1.29101
C: -2.17912 -0.71800 1.94689
C: 1.02237 0.57693 3.13461
H: 2.06653 5.87034 -1.24239
H: 2.77386 1.14580 -2.10999
Br: 2.58410 1.27490 2.32124
N: 1.40060 0.22091 -0.93198
C: 2.66431 -5.98850 -1.17028
C: 1.60834 4.94470 -0.91945
H: -2.08198 -0.96710 4.64804
Mn: -0.45780 0.35270 -0.06070
H: -5.32688 3.36780 -2.73331
C: 3.55501 -4.93412 -1.38552
H: 4.58839 -5.14046 -1.62857
O: -1.63118 1.21615 -1.84738
H: -3.58050 3.14422 -0.67042
C: 1.34643 -5.74340 -0.85064
C: -1.06131 -0.31586 2.90345
C: 0.99393 0.45003 4.51304
H: -3.94146 4.23340 -2.73260
O: -2.12397 -0.11119 0.81261
H: -3.15136 2.20014 -3.69435
H: -1.81276 -2.71685 0.15527
C: 0.03731 3.73503 0.39749
C: 1.25917 -2.00369 -0.86061
C: 2.03735 3.72719 -1.43415
H: 2.84263 3.66795 -2.15550
O: -2.77018 2.59946 -0.52570
N: -4.38445 3.39766 -2.37216
H: -0.76116 3.69477 1.12941
C: -2.57265 1.96031 -1.65755
H: 0.24333 5.87374 0.45788
N: 0.43243 2.57433 -0.10089
N: -0.40309 -4.12652 -0.39393
C: 0.91315 -4.42561 -0.74675
C: -1.18166 -0.50890 4.26443
N: -0.03845 -1.83287 -0.38270
C: 1.78459 -3.36134 -0.97428
C: -3.62775 2.20373 -2.71401
C: -0.13953 -0.10175 5.08315
H: 3.00919 -7.01114 -1.24698
H: 1.83668 0.76926 5.10820
C: -0.79521 -2.86929 -0.19577
N: 1.99927 -0.99973 -1.20583
O: -2.97931 -1.56535 2.29362
H: 0.65652 -6.56213 -0.68136
C: 1.43088 2.56832 -0.99643
C: 1.93053 1.24451 -1.42887
H: -4.29099 1.33776 -2.66366
C: 0.59676 4.95061 0.01943
N: 0.03120 0.22519 2.33888
H: -0.20298 -0.21761 6.15716
H: 3.78637 -2.79812 -1.45818

Properties
Energy above the lowest of the compared OMol25 structures with the same formula, charge and spin = 3.3 kcal per mole
Total charge = +1
Max |F| = 1.4 eV/A
HOMO-LUMO gap (spin up / spin down) = 0.2691 / 0.2877 Ha
Spin multiplicity = 6
⟨S²⟩ = 8.7548
Lowest unoccupied orbital energy (spin up / spin down) = -3.227 / -3.275 eV

Results of the Löwdin charge analysis, in e, for atoms 1 through 8: 0.17 0.00 -0.61 -0.72 0.12 0.14 0.79 -0.08